This record from the Open Molecules 2025 dataset describes a single C9H8N2O molecule in a non-equilibrium geometry. The level of theory is ωB97M-V/def2-TZVPD.

Structure (SMILES) = C=C1c2ccccc2C(=O)N1N
Charge = 0
Energy = -14488.000 eV

The geometry in XYZ format:
```
20
C9H8N2O ωB97M-V/def2-TZVPD
C 2.517 -0.385 0.111
C 1.279 0.038 0.448
C 0.194 0.100 -0.489
C 0.236 -0.007 -1.863
C -0.939 0.114 -2.663
C -2.156 0.141 -1.965
C -2.168 0.209 -0.562
C -1.030 0.269 0.181
C -0.884 0.267 1.634
O -1.503 0.249 2.612
N 0.796 0.354 1.639
N 1.368 0.149 2.926
H 3.439 -0.514 0.674
H 2.683 -0.395 -0.980
H 1.243 -0.318 -2.335
H -1.068 0.075 -3.704
H -3.092 -0.038 -2.509
H -3.138 0.235 -0.025
H 1.572 -0.885 3.168
H 0.653 0.343 3.703
```

In the Mulliken picture, each atom carries the following charge in e: -1.1681 0.6585 1.1541 -0.4142 -0.6686 -0.4952 -0.3645 0.0823 0.1483 -0.5033 0.2114 -0.9123 0.3370 0.1504 0.1142 0.4265 0.3433 0.3613 0.2359 0.3030